This record from the Open Molecules 2025 dataset describes the molecule C3H4N2OS at a distorted geometry. The level of theory is ωB97M-V/def2-TZVPD.

Structure (XYZ):
```
11
Properties=species:S:1:pos:R:3:forces:R:3
C -0.6220 -0.0783 -1.0746 3.14 7.23 -4.35
C -1.1754 -1.2111 -0.6591 -3.54 -6.80 2.42
C 0.3345 -0.1194 1.0969 -1.74 -1.27 -0.88
N 1.0594 0.4513 1.9075 2.36 0.38 4.23
N 0.1471 0.5045 -0.1133 -0.08 0.29 -1.61
O 1.0547 1.4954 -0.3677 0.83 0.48 0.86
S -0.7544 -1.6749 0.9712 0.70 1.14 -0.14
H -0.7708 0.4212 -2.0955 0.24 -0.65 2.04
H -1.6229 -1.9232 -1.3605 0.36 0.02 0.61
H 1.3697 0.2111 2.9216 -1.38 -0.18 -2.85
H 0.9802 1.9235 -1.2264 -0.89 -0.64 -0.34
```
Positions in Å, forces in eV/Å.

Computed properties:
Largest force on an atom ... 9.00 eV/Å
Calculated total energy ... -699.406535 hartree
Spin multiplicity ... 3
⟨S²⟩ ... 2.015
Total charge ... 0
Highest occupied orbital energy (spin up / spin down) ... -4.3384 / -9.5633 eV